[1]
{"formula": "C10H20FMnNO2P", "method": "ωB97M-V/def2-TZVPD", "symbols": ["C", "P", "O", "C", "F", "C", "C", "C", "C", "N", "O", "C", "C", "C", "C", "H", "H", "H", "H", "H", "H", "H", "H", "H", "H", "H", "H", "H", "H", "H", "H", "H", "H", "H", "H", "Mn"], "coordinates": [[2.831, -0.171, 1.856], [2.534, -1.487, 0.484], [4.048, -1.461, -0.445], [1.213, -0.927, -0.782], [1.706, -1.410, -2.127], [-0.267, -1.601, -0.583], [-1.146, -0.919, 0.616], [-0.694, -1.580, 2.085], [-2.716, -1.454, 0.394], [-1.189, 0.584, 0.630], [-0.873, 1.124, 1.817], [-0.500, 1.236, -0.538], [-1.437, 1.290, -1.923], [-0.310, 2.844, -0.114], [1.005, 0.694, -0.880], [2.830, -0.694, 2.925], [2.012, 0.689, 1.829], [3.897, 0.302, 1.701], [4.179, -0.477, -0.652], [-0.907, -1.640, -1.581], [-0.088, -2.740, -0.289], [0.288, -1.109, 2.515], [-1.562, -1.430, 2.868], [-0.464, -2.739, 1.945], [-3.218, -1.735, 1.435], [-3.360, -0.721, -0.251], [-2.654, -2.484, -0.204], [-1.479, 0.259, -2.483], [-2.493, 1.731, -1.649], [-0.879, 2.068, -2.633], [0.580, 2.960, 0.671], [-1.321, 3.309, 0.273], [0.097, 3.378, -1.101], [1.786, 1.322, -0.257], [1.213, 0.985, -2.018], [-2.660, 2.007, -3.535]], "forces_ev_per_a": [[0.03, 0.47, 1.29], [3.70, 2.53, -1.88], [-3.62, 1.35, 1.93], [-2.35, 0.06, -2.73], [-0.85, 1.07, 3.29], [0.27, -0.88, 0.41], [-1.73, -2.79, 0.90], [0.26, -0.01, -0.25], [0.44, -1.35, -0.26], [2.66, -0.22, 1.31], [-0.84, -0.97, -2.68], [0.24, 2.85, -0.25], [1.19, -0.48, 0.49], [1.03, -0.23, -0.80], [0.61, 0.62, -0.91], [-0.09, 1.10, -2.35], [1.51, -2.07, 0.06], [-2.01, -1.14, 0.08], [0.10, -1.69, 0.20], [1.80, 0.36, 1.88], [-0.61, 2.45, -0.65], [-1.89, -0.64, -0.77], [1.99, -0.28, -1.61], [-0.83, 2.47, 0.18], [0.99, 1.02, -2.38], [1.23, -1.26, 1.42], [-0.21, 2.18, 1.27], [-0.12, 1.74, 1.08], [1.43, -0.84, 0.28], [-0.55, -1.25, 1.32], [-2.35, -0.29, -1.54], [2.23, -0.97, -0.79], [-1.10, -0.93, 2.13], [-1.66, -1.40, -1.16], [-0.28, -0.85, 2.44], [-0.62, 0.26, -0.97]], "lowdin_spin": [0.102, 0.610, 0.075, 0.108, 0.009, 0.014, 0.018, 0.007, 0.011, 0.321, 0.590, 0.034, 0.058, 0.003, 0.054, 0.003, 0.013, 0.007, 0.011, 0.000, 0.004, 0.002, 0.000, 0.001, 0.000, 0.001, 0.000, 0.013, 0.015, 0.015, 0.000, 0.001, 0.000, 0.002, 0.006, 3.889], "total_charge": 2, "e_homo_ev": [-15.46, -14.38], "fmax_ev_per_a": 4.9, "spin_multiplicity": 7, "orbital_gap_ev": [7.675, 3.762]}

=====

[2]
{"formula": "C10H20IOP", "method": "ωB97M-V/def2-TZVPD", "symbols": ["C", "C", "C", "C", "C", "C", "C", "C", "C", "C", "O", "P", "I", "H", "H", "H", "H", "H", "H", "H", "H", "H", "H", "H", "H", "H", "H", "H", "H", "H", "H", "H", "H"], "coordinates": [[-0.512, -0.752, 0.343], [1.849, 1.223, 0.192], [-2.239, 1.996, 0.292], [-0.604, 0.415, -2.979], [-1.679, -2.597, -0.096], [0.536, -2.912, 1.035], [2.440, 1.333, 2.619], [-0.735, 2.150, 0.437], [0.531, 0.875, -2.078], [-0.274, -2.148, 0.008], [2.065, 1.899, 1.306], [0.171, 0.703, -0.237], [3.329, -0.250, -0.188], [-2.525, 3.014, 0.601], [-2.550, 1.719, -0.708], [-2.685, 1.480, 1.008], [-1.282, 1.267, -3.178], [-0.273, 0.181, -4.062], [-1.151, -0.446, -2.465], [-2.329, -2.385, 0.824], [-2.197, -1.958, -0.881], [-1.825, -3.705, -0.227], [0.611, -3.983, 0.903], [1.643, -2.678, 1.104], [0.024, -2.769, 2.026], [3.448, 0.866, 2.439], [1.703, 0.569, 3.044], [2.779, 2.110, 3.222], [-0.311, 2.328, 1.442], [-0.398, 2.964, -0.275], [0.922, 1.763, -2.443], [1.307, 0.120, -2.021], [0.209, -2.391, -1.007]], "forces_ev_per_a": [[0.90, 2.21, -0.29], [0.58, -0.92, 0.73], [1.95, 3.89, -1.38], [-0.65, -0.55, -1.07], [-3.53, -1.31, 0.29], [0.96, 0.06, 1.85], [0.93, -2.67, -2.18], [1.19, -0.50, -1.57], [-1.65, -2.65, 0.86], [1.15, -0.96, -1.35], [-0.20, 0.94, 1.79], [0.42, 0.90, -0.11], [0.35, -0.20, -0.33], [-0.75, 0.04, -0.91], [-0.14, 0.13, -0.01], [-1.65, -3.19, 2.88], [-0.10, -0.50, 0.53], [-0.22, -0.20, 1.87], [0.52, 1.07, -1.20], [1.29, -0.06, -0.87], [0.50, -1.26, 0.60], [0.21, 0.83, -0.54], [-0.68, -0.43, -0.53], [-1.38, 0.56, -0.03], [0.77, -0.03, -0.60], [-1.11, -0.42, 0.07], [0.88, 1.38, -0.65], [-0.64, 1.75, 1.22], [-0.62, 0.08, -0.45], [-0.19, -0.56, 1.06], [0.89, 1.91, 0.03], [0.39, -0.12, -0.70], [-0.37, 0.78, 1.01]], "lowdin_spin": [0.720, 0.536, 0.003, 0.009, 0.032, 0.038, 0.037, 0.005, 0.060, 0.106, 0.146, 0.187, 0.065, 0.000, 0.001, 0.000, 0.000, 0.001, 0.005, 0.002, 0.004, 0.006, 0.003, 0.002, 0.002, 0.000, 0.006, 0.000, 0.001, 0.001, 0.005, 0.000, 0.015], "total_charge": 0, "e_homo_ev": [-7.01, -7.01], "fmax_ev_per_a": 4.6, "spin_multiplicity": 3, "orbital_gap_ev": [7.507, 5.966]}

=====

[3]
{"formula": "C10H20Li3N2O10", "method": "ωB97M-V/def2-TZVPD", "symbols": ["Li", "Li", "Li", "C", "C", "C", "O", "C", "C", "C", "O", "O", "O", "H", "H", "O", "H", "O", "H", "O", "H", "H", "O", "H", "H", "C", "O", "N", "N", "H", "H", "H", "H", "C", "C", "C", "O", "H", "H", "H", "H", "H", "H", "H", "H"], "coordinates": [[2.801, 7.147, 19.212], [5.170, 6.604, 20.278], [2.173, 4.292, 19.882], [-1.666, 8.266, 19.596], [-2.708, 7.363, 19.315], [-2.444, 5.858, 19.359], [-3.265, 4.990, 18.963], [-1.131, 5.424, 19.566], [-0.043, 6.306, 19.755], [-0.322, 7.839, 19.741], [0.639, 8.595, 19.968], [1.113, 5.964, 20.123], [-3.867, 7.841, 19.199], [-1.853, 9.328, 19.594], [-0.834, 4.383, 19.480], [3.737, 5.377, 19.298], [4.169, 4.793, 19.930], [3.896, 8.036, 20.626], [3.411, 7.296, 21.025], [5.679, 3.580, 17.649], [5.099, 4.357, 17.618], [5.236, 2.931, 17.092], [3.533, 5.264, 16.370], [2.592, 5.390, 16.199], [3.619, 5.309, 17.338], [7.358, 4.923, 20.935], [6.368, 5.471, 21.465], [8.602, 5.245, 21.329], [7.250, 4.038, 19.910], [8.763, 5.983, 21.987], [9.368, 4.973, 20.739], [8.126, 3.612, 19.671], [6.409, 3.867, 19.365], [2.939, 1.467, 21.786], [2.913, 2.742, 22.583], [4.311, 3.183, 22.989], [2.253, 3.748, 21.833], [3.472, 1.664, 20.841], [1.947, 1.204, 21.407], [3.406, 0.640, 22.310], [2.280, 2.460, 23.437], [4.886, 3.335, 22.080], [4.743, 2.498, 23.722], [4.222, 4.076, 23.614], [2.132, 4.571, 22.323]], "forces_ev_per_a": [[-0.67, 0.41, 1.17], [-0.70, 0.62, 0.33], [-0.52, 1.27, 0.28], [1.83, -1.15, -0.45], [-1.94, 2.11, 1.24], [-1.03, -2.03, -2.61], [-0.05, 1.59, 0.96], [3.40, 1.06, 0.58], [-3.06, 0.30, 0.70], [-0.84, 0.19, 0.32], [0.68, -0.22, -0.48], [2.05, -1.11, -0.76], [0.45, -1.44, -0.42], [-0.19, 0.05, 0.03], [-0.55, -0.22, 0.14], [0.52, -0.55, -0.40], [0.21, -0.07, -0.01], [0.85, -1.41, -0.82], [-0.32, 0.57, 0.58], [-0.04, -0.03, -0.01], [0.10, -0.22, 0.02], [0.00, 0.11, 0.01], [0.00, -0.02, 0.03], [0.08, -0.02, 0.02], [-0.34, 0.13, 0.25], [-2.04, 0.80, -0.16], [0.37, -0.27, -0.73], [1.03, -0.51, -0.12], [0.91, 0.32, 1.05], [-0.31, 0.04, 0.08], [0.17, 0.11, 0.14], [-0.29, -0.36, -0.66], [0.22, -0.08, 0.05], [-0.09, 0.49, -1.86], [-0.23, -0.77, 1.01], [-0.97, 0.15, 0.97], [0.04, -0.11, -0.81], [0.40, -0.22, 0.24], [-0.13, -0.17, 0.56], [-0.02, 0.00, 0.08], [0.22, 0.62, 0.31], [0.43, 0.12, 0.28], [0.25, -0.46, -0.58], [0.16, 0.42, -0.59], [-0.04, -0.06, 0.03]], "mulliken_charge": [0.751, 0.932, 0.667, -0.718, 0.318, 0.290, -0.708, -0.737, 0.644, 0.654, -0.761, -0.614, -0.737, 0.398, 0.174, -0.585, -0.036, -1.198, 0.294, -0.717, 0.271, 0.318, -0.689, 0.345, 0.330, 0.697, -0.730, -0.453, -0.184, 0.257, 0.150, 0.150, 0.205, -1.409, 0.448, -0.997, -0.383, 0.249, 0.367, 0.390, 0.237, 0.058, 0.449, 0.380, 0.235], "total_charge": -1, "e_homo_ev": -2.93, "fmax_ev_per_a": 3.6, "spin_multiplicity": 1, "orbital_gap_ev": 4.181}

=====

[4]
{"formula": "C10H20MgNOP", "method": "ωB97M-V/def2-TZVPD", "symbols": ["Mg", "H", "H", "P", "C", "H", "H", "H", "C", "H", "H", "H", "C", "H", "H", "H", "C", "O", "H", "H", "N", "C", "C", "C", "C", "C", "C", "H", "H", "H", "H", "H", "H", "H"], "coordinates": [[0.000, 0.000, 0.000], [0.679, -1.098, 0.629], [0.685, -1.218, -0.254], [0.128, 0.085, -2.349], [-1.407, -0.332, -3.290], [-1.265, -0.217, -4.379], [-1.696, -1.371, -3.062], [-2.217, 0.332, -2.948], [0.544, 1.761, -2.997], [1.507, 2.073, -2.563], [0.605, 1.764, -4.100], [-0.231, 2.469, -2.662], [1.397, -0.975, -3.176], [1.167, -2.034, -2.974], [1.421, -0.807, -4.268], [2.383, -0.742, -2.743], [-1.756, -0.771, 0.100], [-2.843, -1.207, 0.159], [1.541, 0.775, -0.096], [-0.640, 1.514, -0.216], [-0.693, 0.581, 1.940], [-0.283, -0.155, 3.084], [1.052, -0.562, 3.239], [1.448, -1.251, 4.391], [0.518, -1.530, 5.398], [-0.810, -1.123, 5.254], [-1.210, -0.439, 4.103], [-0.159, 1.463, 1.933], [-1.697, 0.822, 1.931], [1.788, -0.339, 2.479], [2.478, -1.560, 4.510], [0.827, -2.056, 6.292], [-1.530, -1.331, 6.035], [-2.242, -0.120, 4.011]], "forces_ev_per_a": [[-1.44, 9.82, -0.29], [2.59, -4.81, -2.13], [2.31, -4.29, 3.27], [0.46, -0.25, -1.80], [0.03, 0.02, -0.10], [-0.12, -0.06, 0.43], [0.09, 0.34, -0.16], [0.28, -0.21, -0.15], [-0.05, 0.02, 0.24], [-0.39, -0.15, -0.13], [-0.04, -0.12, 0.44], [0.32, -0.30, -0.10], [-0.05, 0.04, -0.25], [0.10, 0.35, -0.13], [0.05, -0.13, 0.41], [-0.38, -0.06, -0.16], [-7.67, -3.64, -0.24], [4.20, 2.04, -0.16], [1.05, 0.16, 0.09], [-1.66, 1.17, -0.74], [0.36, 0.68, 1.21], [-0.37, -0.40, 1.53], [-0.32, -0.19, 0.33], [-0.75, 0.20, -0.01], [-0.03, 0.17, -0.31], [0.38, 0.06, -0.49], [0.63, -0.35, 0.07], [-0.43, -0.36, -0.50], [0.86, -0.06, 0.17], [0.01, 0.16, -0.16], [-0.01, 0.03, -0.06], [0.01, 0.01, -0.02], [0.00, 0.01, -0.02], [0.00, 0.08, -0.09]], "mulliken_charge": [0.391, 0.268, -0.263, 0.485, -1.302, 0.385, 0.338, 0.330, -1.196, 0.320, 0.394, 0.342, -1.201, 0.357, 0.385, 0.321, 0.236, -0.337, -0.154, -0.206, -0.550, 0.520, -0.141, -0.672, -0.416, -0.603, -0.488, 0.292, 0.312, 0.443, 0.379, 0.372, 0.362, 0.298], "total_charge": 0, "e_homo_ev": [-6.62, -6.62], "fmax_ev_per_a": 9.9, "spin_multiplicity": 1, "orbital_gap_ev": [6.984, 6.984]}